Density functional theory data (the ωB97M-V functional and the def2-TZVPD basis) for a gas-phase ion, C5H2N (charge +1).

Positions of all 8 atoms, in Å:
C1 -1.6662 0.6739 0.0058
C2 -0.5173 1.2526 0.0444
C3 -1.5707 -0.6222 -0.0206
C4 0.6767 0.7142 -0.0659
C5 0.6251 -0.7244 0.0602
N1 -0.5385 -1.3561 -0.0217
H1 1.5392 1.3327 -0.1612
H2 1.4517 -1.2708 0.1590

Force components x, y, z for each atom (eV/Å):
C -0.763 0.478 -0.119
C -3.669 -1.650 -0.454
C 3.690 1.243 0.338
C 1.389 -0.251 0.616
C -2.683 2.376 -0.988
N -2.380 0.184 0.334
H 1.035 -0.304 0.108
H 3.382 -2.075 0.165

For the total energy, the calculation gives -6692.7473 eV. The net charge is +1. For the molar mass, the calculation gives 76.08 g mol⁻¹. The HOMO-LUMO gap comes out at 9.06 eV. As for the energy above the lowest of the compared OMol25 structures with the same formula, charge and spin: 0.0 kcal/mol. As for the HOMO energy: -16.78 eV. Its SMILES is c1c#[n+]ccc#1. The calculation puts the strongest force on any atom at 4.05 eV/A. The LUMO energy is -7.726 eV.

Results of the natural (NBO) charge analysis, in e, for atoms 1 through 4:
1 C 0.02
2 C 0.33
3 C 0.55
4 C -0.29